Record 1
Below is C16H17BaF6IN2O as an isolated structure at a distorted geometry, with properties calculated with the ωB97M-V functional and the def2-TZVPD basis.

XYZ file:
```
44
Properties=species:S:1:pos:R:3:forces:R:3
Ba -0.5849 0.1852 0.2675 0.52 -0.49 0.47
I -3.6734 -0.7327 0.0439 -0.05 0.00 0.02
F 3.1829 1.6003 1.9233 0.26 -0.98 0.25
F 4.8146 -1.2907 2.4826 -1.15 0.58 -1.10
F 1.5267 1.3063 3.2189 0.56 -0.68 -0.04
F 4.1288 -0.3388 0.5771 -0.11 0.00 1.00
F 3.6496 -2.3810 0.9716 -0.06 0.77 0.81
F 3.5285 0.6879 3.9236 -0.82 0.15 -1.63
O 1.3076 -0.8186 1.4398 1.19 0.81 0.20
N -0.3543 -0.3843 -2.5335 -0.22 0.23 -0.33
N -0.6574 2.3061 -1.5337 -0.13 -0.04 -0.87
C -0.8695 -0.9704 -5.2943 0.16 0.49 1.51
C 3.7657 -1.1531 1.5896 -0.27 -2.32 -0.16
C -1.2677 4.4721 -3.2841 0.18 -1.02 0.62
C -0.8023 0.3434 -4.7671 0.08 0.45 -0.85
C 1.9939 -1.7055 3.5208 -0.14 0.01 0.45
C -0.6787 -1.9688 -4.3218 -0.32 0.10 -1.02
C -0.9789 3.5285 -1.0717 0.17 -0.17 0.28
C -0.5500 0.6488 -3.3983 -0.44 -1.44 -0.74
C -0.4322 -1.6559 -2.9915 0.01 1.05 -0.52
C 2.7041 0.6991 2.8038 -1.32 0.64 1.96
C -0.6848 2.0721 -2.8748 -0.59 1.50 0.15
C -1.7692 -2.8966 3.2999 1.46 1.58 2.83
C -2.2270 -1.4445 4.1526 1.62 -5.38 2.27
C -1.3168 4.5925 -1.8872 -0.14 0.55 -0.77
C 2.3683 -0.7841 2.3185 0.13 0.26 -0.87
C -0.9754 3.1740 -3.7480 0.41 0.00 0.24
H -0.9566 3.7016 0.0334 -0.02 -0.41 -1.02
H -2.3662 -0.6342 3.5425 -0.46 2.10 -1.15
H 1.0021 -1.4436 3.9193 0.49 1.05 0.06
H -1.4583 5.3580 -3.9496 0.19 -1.28 0.68
H -0.9442 1.1604 -5.4892 0.00 -0.36 0.53
H -1.5869 -1.3774 5.0761 -0.90 0.66 -0.92
H -0.8527 -3.1663 2.7181 -0.48 0.71 0.94
H -3.0935 -2.1876 4.3080 0.12 3.32 0.92
H -0.9247 3.0475 -4.8139 -0.04 -0.24 -0.19
H 1.6494 -2.6885 3.2091 0.94 -0.30 -0.79
H 2.7112 -1.8122 4.3483 -0.13 0.20 -0.45
H -1.9783 -3.4020 4.3028 0.42 -1.02 -2.56
H -1.1009 -1.2148 -6.3704 0.37 0.50 1.44
H -0.3146 -2.4923 -2.3086 0.08 0.41 0.29
H -2.5316 -2.4720 2.7386 -1.80 -1.93 -2.39
H -1.6320 5.5352 -1.4689 0.14 0.06 0.30
H -0.7703 -3.0030 -4.6230 0.11 -0.11 0.17
```
Forces are in eV/Å.

**M**: 631.55 g mol⁻¹
**F_max**: 0.11793 hartree/bohr

Record 2
Below is a 16-piece molecular cluster, C22H70F2I2N2O19 overall at a distorted geometry, with properties calculated with the ωB97M-V functional and the def2-TZVPD basis.

XYZ file:
```
117
Properties=species:S:1:pos:R:3:forces:R:3
I -6.0768 2.7792 0.1536 0.19 0.01 -0.09
I -1.8537 2.5106 -2.6919 -0.14 0.07 0.12
F -0.6691 -3.3367 -1.1231 -0.14 0.42 0.08
F -3.5531 -0.9858 -2.9184 0.15 -0.13 0.17
O -2.8072 0.1993 -0.4995 -0.35 -0.35 0.09
O -1.3681 2.3953 0.6133 -0.03 -0.51 -0.02
O 2.8179 -7.2659 1.5903 -0.01 0.10 0.04
O -4.9687 3.9921 4.0409 -0.25 0.13 -0.04
O -4.8581 -4.2195 1.9505 -0.09 -0.14 -0.06
O -1.2192 6.3716 -2.7051 0.00 -0.06 0.14
O 5.1263 3.8773 -3.3250 -0.08 0.16 -0.01
O -4.7084 -2.4522 -1.7670 0.87 0.30 -0.11
O -1.8409 -1.9573 -5.3933 0.01 -0.09 0.11
O 0.6463 5.8177 -0.0522 -0.11 -0.26 -0.10
O 1.5022 -4.8536 0.4346 0.08 -0.37 -0.14
O 3.2685 -2.3171 -2.6166 -0.15 -0.13 -0.17
O -2.1878 6.2203 1.7897 -0.12 0.01 0.13
O -2.6355 -4.2349 -0.7943 0.64 0.84 -0.28
O 4.4120 -5.1619 -1.1731 -0.12 0.10 -0.06
O -4.4089 -9.5190 0.3072 -0.01 -0.01 -0.04
O 5.0129 1.5307 -5.2874 -0.12 -0.04 -0.09
O -2.4003 3.2485 4.5581 0.31 -0.08 0.13
O -4.0464 -6.8504 -1.0643 -0.05 -0.13 0.17
N -3.6100 -1.0041 2.3619 0.36 -0.11 -0.10
N -2.4802 -1.9419 -1.1730 0.10 0.11 -0.16
C -4.2484 2.0501 -0.7465 0.95 -0.68 -0.33
C 4.9931 0.0321 -0.7081 -0.41 -0.12 -0.74
C 7.0823 1.5789 -0.6167 -0.36 0.58 -0.20
C -2.5566 1.9635 1.2293 0.18 0.41 -0.11
C -3.5430 3.1639 -1.5149 -1.06 0.93 0.31
C -3.4548 1.1818 0.2761 -0.81 1.20 0.36
C 0.8429 -2.1916 1.8158 -0.60 0.85 -0.31
C 1.5696 -0.9036 2.2558 0.63 -0.53 0.28
C -2.5008 -1.0468 0.0703 1.48 -0.28 -0.14
C -1.0442 -1.0241 0.5888 0.09 -0.15 0.95
C 0.9669 2.9725 0.9608 -0.38 -0.16 0.63
C 3.5589 0.5815 -0.7197 0.54 -0.23 0.03
C -3.6820 -1.8718 -1.9193 -1.17 -0.25 0.05
C -3.2670 4.4633 -0.7201 0.55 -0.28 -0.63
C -0.6815 -1.9614 1.7592 0.39 -0.48 -0.23
C 2.8134 -0.5498 1.4351 -0.35 0.38 -0.28
C 2.5544 -0.3609 -0.0657 0.13 0.28 0.08
C -0.4664 2.9914 1.5278 0.74 0.52 -0.10
C -2.0027 -3.2384 -0.9935 -0.92 -1.45 0.23
C 6.6602 1.9706 0.8120 0.55 -0.53 -0.06
C -3.5440 -1.6241 1.0151 -0.98 0.87 0.85
C 5.9578 0.9543 -1.4725 0.65 -0.13 0.44
H -2.4133 6.9659 1.2241 0.03 -0.04 -0.06
H -4.8971 -5.1769 1.8535 0.02 -0.01 0.08
H 3.6778 -4.9417 -0.5854 -0.06 -0.01 0.08
H -4.6529 3.2505 4.5673 0.15 -0.03 -0.08
H -2.1965 4.6373 -0.6871 0.03 0.09 0.51
H 5.1408 0.5899 -5.1320 0.05 0.00 0.00
H -3.7009 4.4471 0.2728 0.18 -0.05 0.14
H 4.9445 -0.9189 -1.2427 0.05 -0.13 0.16
H -3.1380 2.8276 1.5788 -0.09 -0.03 0.11
H 1.1658 -2.4515 0.8096 0.15 -0.18 0.03
H -3.6989 5.3143 -1.2458 -0.06 -0.02 -0.05
H 7.9662 0.9417 -0.6113 -0.03 -0.12 0.19
H 1.3897 3.9647 1.0381 0.28 0.08 -0.06
H -0.7565 4.0320 1.7073 -0.23 -0.03 0.04
H -2.5714 3.9800 3.9533 -0.18 -0.04 -0.05
H 0.8289 -4.5291 -0.1722 -0.01 0.08 0.02
H 2.6275 -1.3117 -0.5890 -0.16 -0.11 -0.03
H -2.7929 -0.4361 2.5432 -0.02 0.05 -0.01
H 5.0467 3.9370 -4.2826 0.06 -0.04 -0.01
H -4.2442 3.4586 -2.2921 0.05 -0.28 -0.19
H -4.2518 -9.1593 1.1843 -0.01 -0.02 0.01
H 5.3309 -0.1983 0.3018 0.06 0.16 0.06
H -0.9831 -1.5594 2.7264 -0.19 0.06 -0.03
H -2.6098 -2.5017 -5.5886 0.00 0.01 -0.06
H 7.0368 1.2206 1.5099 -0.18 0.00 0.15
H 3.4624 -7.8740 1.9642 -0.02 -0.06 -0.06
H 1.9113 -1.0430 3.2853 -0.18 0.13 0.11
H 1.4505 -5.8154 0.3566 0.11 -0.01 0.05
H -0.3648 -1.2443 -0.2297 -0.14 0.12 -0.20
H 7.3926 2.4977 -1.1225 0.13 -0.07 -0.11
H 2.5916 -1.9906 -3.2187 0.00 0.02 0.00
H -2.0106 6.6229 2.6457 0.05 0.01 -0.01
H -3.1505 -7.2038 -1.0750 0.01 0.03 -0.06
H 4.5611 -6.1016 -1.0350 -0.03 -0.01 0.02
H 3.5993 -1.2932 1.5750 0.00 -0.05 0.11
H 4.2731 1.7669 -4.7181 0.08 0.00 0.11
H -0.0348 6.2130 -0.6091 0.04 -0.01 -0.10
H -3.5561 -1.7506 3.0449 -0.14 0.03 0.06
H -5.4832 3.5919 3.3345 -0.09 0.00 -0.10
H 5.4366 1.7747 -1.9661 -0.29 -0.12 0.04
H 7.1123 2.9145 1.1095 -0.14 0.11 0.01
H -1.1811 -2.9305 1.6539 -0.04 -0.02 0.00
H -4.5277 -1.4360 0.5719 0.08 -0.15 -0.29
H -4.6282 -8.7482 -0.2323 0.01 0.08 0.03
H -1.2671 5.4066 -2.7063 0.04 -0.03 -0.12
H 1.5526 0.0429 -0.2416 -0.09 -0.03 0.14
H -2.3322 3.6679 5.4217 0.08 -0.02 0.02
H -3.9412 -5.9556 -0.7217 0.04 0.07 -0.14
H -5.5305 -3.8952 1.3405 0.00 0.04 0.02
H -2.3089 1.3933 2.1305 -0.05 -0.14 -0.04
H 6.0696 3.9767 -3.1644 0.01 -0.06 0.03
H 0.9940 2.6166 -0.0675 0.02 -0.03 -0.03
H -3.4783 -2.6970 1.1682 0.40 -0.05 -0.53
H 3.5659 1.5755 -0.2607 -0.24 0.02 0.08
H -0.7861 -0.0117 0.8930 -0.28 0.20 -0.17
H 1.0586 -3.0312 2.4705 0.15 -0.01 0.01
H -0.4488 2.4836 2.4965 -0.39 -0.19 -0.02
H 3.1920 0.4043 1.8166 0.16 -0.06 0.13
H 2.7590 -6.5513 2.2341 0.00 0.04 -0.04
H 0.8961 -0.0435 2.2701 -0.09 0.00 -0.11
H 5.5797 2.0114 0.9289 -0.04 0.21 -0.02
H 6.4408 0.3741 -2.2613 -0.05 0.09 -0.14
H -4.2536 0.8107 0.9246 0.27 -0.69 -0.05
H 0.5378 4.8567 -0.1385 -0.08 0.64 -0.20
H 3.2954 0.7210 -1.7724 -0.11 0.10 0.00
H 1.5961 2.3516 1.5961 0.09 -0.29 -0.27
H 3.2270 -3.2772 -2.7063 0.20 -0.01 0.08
H -2.0670 -1.5132 -4.5698 0.00 0.11 -0.04
H -1.9500 6.6495 -3.2651 0.02 0.04 -0.01
H -4.6048 1.3267 -1.4769 -0.18 0.03 0.01
```
Forces are in eV/Å.

**M**: 958.60 g mol⁻¹
**F_max**: 0.03377 hartree/bohr

Record 3
Below is a 2-piece molecular cluster, C2H5ClO3 overall at a distorted geometry, with properties calculated with the ωB97M-V functional and the def2-TZVPD basis.

XYZ file:
```
11
Properties=species:S:1:pos:R:3:forces:R:3
Cl -2.0073 0.6560 -1.9864 -0.96 0.36 1.33
O -0.0919 -0.0084 0.7922 -1.56 0.57 0.08
O -0.9215 -1.6476 -0.4627 0.85 1.32 1.33
O 1.2746 -1.5354 -0.1751 1.10 0.15 0.25
C 0.2119 -1.0672 0.0667 -1.09 -1.83 -1.44
C 0.9627 0.8466 1.1899 1.17 -4.06 3.12
H 1.8280 0.2864 0.8220 0.55 0.78 0.54
H 0.9286 0.9218 2.3337 0.25 -0.15 -1.67
H -1.4914 0.7475 -3.1009 0.77 0.05 -1.58
H 0.8776 1.7563 0.7857 -0.52 3.40 -1.72
H -1.5712 -0.9561 -0.2651 -0.54 -0.59 -0.24
```
Forces are in eV/Å.

**SMILES string**: COC(=O)O.Cl
**M**: 112.51 g mol⁻¹
**F_max**: 0.10210 hartree/bohr

Computed E_HOMO, in the same sequence as the records: -8.1 -9.5 -11.1 eV.
Computed LUMO energy, in the same sequence as the records: -1.21 -0.21 0.53 eV.